A structure of composition C35H87CuN6O14 at a distorted geometry. Source: the OMol25 dataset; level of theory: ωB97M-V with the def2-TZVPD basis set.

Structure (XYZ):
```
143
Properties=species:S:1:pos:R:3:mulliken_spin:R:1
Cu -3.685 -4.327 -0.470 -0.0025
O 0.865 -2.262 -2.150 0.0036
C -0.308 -2.699 -1.664 -0.0862
O -0.774 -3.736 -2.148 0.5440
O -0.966 -2.137 -0.800 0.5364
H 0.958 -2.941 -2.823 0.0047
C 3.009 -2.200 -5.716 0.0000
O 3.508 -3.164 -4.822 -0.0002
C 4.935 -3.213 -4.876 0.0000
C 5.664 -2.073 -4.196 0.0000
N 5.345 -1.884 -2.742 0.0001
C 6.051 -0.760 -2.144 0.0000
C 7.454 -1.079 -1.791 0.0000
O 7.780 -0.046 -0.887 0.0000
C 9.177 0.021 -0.653 0.0000
H 1.976 -1.934 -5.493 -0.0001
H 2.986 -2.552 -6.748 0.0000
H 3.482 -1.235 -5.531 0.0000
H 5.292 -3.423 -5.884 0.0000
H 5.235 -4.144 -4.396 0.0000
H 5.546 -1.126 -4.721 0.0000
H 6.713 -2.332 -4.337 0.0000
H 4.359 -1.899 -2.526 -0.0001
H 5.530 -0.364 -1.273 0.0000
H 6.230 0.105 -2.782 0.0000
H 8.097 -1.053 -2.671 0.0000
H 7.546 -2.041 -1.287 0.0000
H 9.748 0.238 -1.555 0.0000
H 9.530 -0.913 -0.214 0.0000
H 9.463 0.867 -0.028 0.0000
C -1.250 0.332 5.089 0.0000
O -0.767 -0.543 6.055 0.0000
C -0.686 0.052 7.391 0.0000
C -0.243 -1.099 8.357 0.0000
N -1.170 -2.275 8.361 0.0000
C -0.577 -3.366 9.207 0.0000
C -1.453 -4.676 9.149 0.0000
O -1.251 -5.376 7.951 0.0000
C -2.320 -6.265 7.629 0.0000
H -0.591 1.200 5.105 0.0000
H -2.283 0.634 5.259 0.0000
H -1.167 -0.201 4.142 0.0001
H -1.557 0.603 7.747 0.0000
H 0.087 0.814 7.289 0.0000
H -0.104 -0.774 9.388 0.0000
H 0.778 -1.420 8.150 0.0000
H -1.223 -2.626 7.416 0.0000
H -0.631 -2.970 10.221 0.0000
H 0.469 -3.553 8.966 0.0000
H -2.517 -4.451 9.232 0.0000
H -1.346 -5.327 10.016 0.0000
H -3.094 -5.746 7.063 0.0000
H -2.657 -6.846 8.487 0.0000
H -1.964 -7.037 6.947 0.0000
C -2.619 -7.348 -1.178 -0.0002
O -3.105 -6.751 0.044 0.0003
C -2.319 -7.129 1.190 -0.0001
C -2.739 -6.376 2.423 -0.0005
N -2.917 -4.958 2.123 0.0006
C -3.833 -4.478 3.181 -0.0004
C -4.282 -3.017 2.859 0.0000
O -4.673 -2.957 1.476 0.0007
C -5.005 -1.614 1.040 -0.0003
H -2.686 -8.435 -1.134 0.0000
H -1.566 -7.130 -1.360 0.0000
H -3.291 -7.000 -1.963 0.0000
H -1.316 -6.742 1.013 -0.0001
H -2.160 -8.201 1.310 0.0000
H -2.024 -6.546 3.227 0.0000
H -3.722 -6.791 2.645 -0.0001
H -2.048 -4.456 2.237 0.0003
H -3.360 -4.482 4.164 0.0000
H -4.727 -5.098 3.241 0.0000
H -3.350 -2.453 2.909 0.0000
H -4.991 -2.586 3.565 0.0000
H -4.103 -1.012 1.155 0.0001
H -5.659 -1.332 1.866 0.0000
H -5.409 -1.598 0.028 0.0001
C -3.851 6.774 -11.254 0.0000
O -4.330 5.723 -12.075 0.0000
C -4.424 4.459 -11.430 0.0000
C -3.059 3.803 -11.033 0.0000
N -2.777 4.026 -9.613 0.0000
C -1.515 3.421 -9.174 0.0000
C -1.479 3.147 -7.625 0.0000
O -2.396 2.091 -7.361 0.0000
C -2.385 1.658 -5.968 0.0000
H -2.813 6.619 -10.957 0.0000
H -4.436 7.006 -10.364 0.0000
H -4.035 7.655 -11.868 0.0000
H -4.906 3.838 -12.186 0.0000
H -5.036 4.502 -10.529 0.0000
H -2.250 4.245 -11.615 0.0000
H -3.048 2.733 -11.241 0.0000
H -3.506 3.552 -9.100 0.0000
H -0.645 4.021 -9.442 0.0000
H -1.396 2.460 -9.674 0.0000
H -1.748 4.020 -7.030 0.0000
H -0.467 2.861 -7.338 0.0000
H -2.580 2.466 -5.265 0.0000
H -1.397 1.377 -5.602 0.0000
H -3.135 0.866 -5.967 0.0000
C -1.266 12.169 2.659 0.0000
O -0.754 11.352 1.626 0.0000
C -1.816 10.869 0.784 0.0000
C -1.317 9.776 -0.210 0.0000
N -0.822 8.564 0.425 0.0000
C -0.290 7.673 -0.706 0.0000
C 0.172 6.323 -0.143 0.0000
O 0.281 5.456 -1.271 0.0000
C 0.787 4.140 -0.841 0.0000
H -0.538 12.409 3.434 0.0000
H -2.134 11.666 3.088 0.0000
H -1.615 13.158 2.362 0.0000
H -2.448 11.618 0.308 0.0000
H -2.468 10.287 1.435 0.0000
H -0.610 10.222 -0.910 0.0000
H -2.144 9.463 -0.846 0.0000
H -0.107 8.919 1.043 0.0000
H 0.499 8.191 -1.250 0.0000
H -1.126 7.502 -1.384 0.0000
H -0.559 5.852 0.514 0.0000
H 1.138 6.305 0.360 0.0000
H 1.556 4.241 -0.075 0.0000
H 1.222 3.577 -1.666 0.0000
H -0.027 3.537 -0.438 0.0000
C 3.369 -2.712 3.286 0.0001
C 2.369 -3.774 3.834 0.0000
C 2.702 -4.139 5.300 0.0000
O 4.015 -4.724 5.458 0.0000
C 4.258 -4.846 6.919 0.0000
N 1.034 -3.150 3.770 0.0000
H 3.178 -2.383 2.265 -0.0001
H 4.385 -3.095 3.382 0.0000
H 3.327 -1.777 3.844 0.0000
H 2.402 -4.690 3.245 0.0000
H 1.912 -4.707 5.791 0.0000
H 2.727 -3.202 5.857 0.0000
H 4.346 -3.821 7.281 0.0000
H 5.186 -5.397 7.072 0.0000
H 3.465 -5.413 7.406 0.0000
H 0.945 -2.411 4.452 0.0000
H 1.055 -2.638 2.899 0.0000
```

Computed properties:
Kohn-Sham gap (alpha / beta): 5.7 / 3.3 eV
⟨S²⟩: 0.76
2S+1: 2
Highest occupied orbital energy (alpha / beta): -0.36649 / -0.36649 Ha
Total charge: +1